Entry 1:
Entry from the OMol25 dataset: a single ClH2PS molecule in a non-equilibrium geometry (wB97M-V/def2-TZVPD).

The energy above the lowest of the compared OMol25 structures with the same formula, charge and spin comes out at 40.11 kcal per mole. The calculated total energy comes out at -32677.527 eV. The largest force on an atom comes out at 4.5 eV/A. As for the SMILES: PSCl. The frontier orbital gap comes out at 8.4 eV. Its LUMO energy is -0.669 eV.

ORCA input file:
```
! wB97M-V def2-TZVPD RIJCOSX def2/J DEFGRID3
* xyz 0 1
P 0.09 0.95 -0.05
S -2.31 1.10 0.06
Cl -2.91 -0.79 -0.05
H 0.59 1.05 1.14
H -0.15 -0.38 0.27
*
```



Entry 2:
Entry from the OMol25 dataset: a molecular structure, ClH30NO16Si2 (wB97M-V/def2-TZVPD).

The energy above the lowest of the compared OMol25 structures with the same formula, charge and spin comes out at 0.00 kcal per mole. The calculated total energy comes out at -63016.347 eV. The largest force on an atom comes out at 1.0 eV/A. The frontier orbital gap comes out at 9.4 eV. Its LUMO energy is -1.194 eV.

ORCA input file:
```
! wB97M-V def2-TZVPD RIJCOSX def2/J DEFGRID3
* xyz 0 1
O 0.61 2.71 1.51
N -0.31 2.98 0.89
O -1.48 2.20 1.33
Si -1.77 0.64 0.89
Cl -2.77 -0.14 2.48
O -0.39 -0.18 0.62
Si 0.17 -0.53 -0.93
H -2.65 0.58 -0.27
H -0.33 0.51 -1.86
H 1.64 -0.46 -0.88
H -0.25 -1.88 -1.31
O -4.57 1.30 -1.75
H -5.24 0.79 -1.29
H -5.00 2.13 -1.98
O -3.38 2.55 4.62
H -3.53 2.98 3.77
H -3.11 1.66 4.39
O 2.53 -2.67 0.51
H 3.18 -2.81 1.20
H 1.73 -2.50 1.02
O 2.79 2.32 -1.54
H 2.08 2.34 -0.90
H 3.54 2.75 -1.11
O 4.63 0.04 -0.74
H 4.44 -0.03 0.19
H 3.94 0.60 -1.12
O -2.87 -3.42 3.95
H -3.09 -2.60 3.50
H -2.26 -3.15 4.65
O 0.81 -1.97 -3.64
H 0.75 -1.55 -4.51
H 1.24 -2.81 -3.82
O 2.51 -1.03 2.96
H 2.34 -0.77 3.86
H 1.80 -0.60 2.48
O 1.52 -4.68 2.40
H 0.94 -5.19 2.97
H 1.46 -5.08 1.53
O 3.43 -2.68 -4.81
H 4.36 -2.87 -4.75
H 3.27 -2.04 -4.10
O 1.03 1.19 4.01
H 1.54 1.81 4.54
H 0.58 1.74 3.36
O -1.75 2.60 -2.42
H -2.46 2.11 -1.98
H -2.14 3.44 -2.66
O -3.24 3.37 -4.74
H -3.39 3.80 -5.58
H -2.86 2.51 -4.92
*
```



Entry 3:
Entry from the OMol25 dataset: a single ClH3N2OS molecule in a non-equilibrium geometry (wB97M-V/def2-TZVPD).

The energy above the lowest of the compared OMol25 structures with the same formula, charge and spin comes out at 11.40 kcal per mole. The calculated total energy comes out at -28432.056 eV. The largest force on an atom comes out at 5.5 eV/A. As for the SMILES: N=[S@@](N)(=O)Cl. The frontier orbital gap comes out at 10.7 eV. Its LUMO energy is 0.231 eV.

ORCA input file:
```
! wB97M-V def2-TZVPD RIJCOSX def2/J DEFGRID3
* xyz 0 1
N 0.03 0.05 -1.54
N 0.42 -0.85 0.74
O 0.77 1.56 0.51
S 0.00 0.43 -0.12
Cl -1.98 0.82 0.46
H -0.03 0.80 -2.24
H 0.25 -1.03 1.74
H 0.54 -1.78 0.45
*
```



Entry 4:
Entry from the OMol25 dataset: 2 unconnected molecules or ions with the total composition ClH3N2OS in a non-equilibrium geometry (wB97M-V/def2-TZVPD).

The energy above the lowest of the compared OMol25 structures with the same formula, charge and spin comes out at 86.07 kcal per mole. The calculated total energy comes out at -28428.818 eV. The largest force on an atom comes out at 3.7 eV/A. The frontier orbital gap (spin up / spin down) comes out at 8.6 / 8.5 eV. Its LUMO energy (spin up / spin down) is -1.787 / -1.685 eV.

ORCA input file:
```
! wB97M-V def2-TZVPD RIJCOSX def2/J DEFGRID3
* xyz 0 1
N 1.98 -1.03 0.59
N -0.64 -0.54 -0.68
O -1.20 0.01 1.61
S -0.21 0.39 0.66
Cl -0.71 2.28 -0.26
H 2.67 -0.28 0.35
H -1.68 -0.66 -0.61
H -0.21 -0.17 -1.66
*
```